Entry 1:
The following is a DFT calculation (ωB97M-V/def2-TZVPD) of C22H31AuN3O9PS2Te as an isolated structure.

XYZ file:
```
70
C22H31AuN3O9PS2Te (ωB97M-V/def2-TZVPD)
Au 0.18 0.17 0.29
C -3.88 -5.92 0.28
O -3.86 -5.45 1.61
C -3.12 -4.34 1.87
C -3.14 -3.92 3.22
C -2.40 -2.83 3.57
C -1.60 -2.08 2.66
C -0.82 -0.99 3.17
C -0.86 -0.59 4.64
O -0.04 -0.26 2.51
C -1.60 -2.50 1.27
O -0.97 -1.94 0.32
C -2.38 -3.66 0.94
H -4.53 -6.79 0.27
H -2.88 -6.22 -0.05
H -4.28 -5.16 -0.40
H -3.73 -4.47 3.94
H -2.43 -2.54 4.61
H -1.43 -1.21 5.31
H -1.25 0.43 4.68
H 0.18 -0.55 4.99
H -2.32 -3.99 -0.09
C -1.37 6.39 -2.52
C -0.21 5.59 -1.98
O -0.72 4.55 -1.12
P -0.22 3.06 -1.04
O -1.26 2.14 -0.54
Te 0.48 2.21 -3.21
O 1.05 3.08 -0.10
C 2.21 3.90 -0.38
C 3.45 3.07 -0.16
H -1.00 7.20 -3.14
H -1.95 6.81 -1.70
H -2.03 5.76 -3.12
H 0.46 6.20 -1.39
H 0.37 5.14 -2.80
H 2.15 4.76 0.29
H 2.17 4.26 -1.41
H 3.55 2.81 0.90
H 4.33 3.64 -0.45
H 3.41 2.16 -0.75
N 2.55 -0.40 0.80
C 2.84 -1.19 -0.35
C 3.84 -0.87 -1.25
C 3.90 -1.54 -2.48
C 2.99 -2.53 -2.79
C 2.04 -2.89 -1.84
C 1.95 -2.22 -0.64
S 2.99 -3.38 -4.36
O 3.59 -4.67 -4.07
O 3.77 -2.51 -5.22
O 1.56 -3.44 -4.67
H 3.21 0.32 1.04
H 2.33 -0.93 1.63
H 4.54 -0.07 -1.03
H 4.64 -1.28 -3.22
H 1.34 -3.68 -2.09
H 1.16 -2.46 0.07
S 0.77 -0.01 -2.19
C -0.80 -0.76 -2.46
N -1.98 -0.23 -2.23
C -3.03 -1.23 -2.42
C -2.23 -2.49 -2.84
N -0.86 -1.98 -2.92
H -2.06 0.60 -1.63
H -3.73 -0.91 -3.18
H -3.57 -1.39 -1.48
H -2.55 -2.87 -3.81
H -2.29 -3.28 -2.10
H -0.04 -2.56 -3.02
```

The lowest unoccupied orbital energy is -1.96 eV. For the energy above the lowest of the compared OMol25 structures with the same formula, charge and spin, the calculation gives 133.65 kJ/mol. As for the electronic energy: -3239.82575 Ha. As for the max |F|: 0.88 eV/Å. The value obtained for the orbital gap is 5.77 eV. As for the total charge: 0.


Entry 2:
The following is a DFT calculation (ωB97M-V/def2-TZVPD) of a single C3H3NO3 molecule.

XYZ file:
```
10
C3H3NO3 (ωB97M-V/def2-TZVPD)
N -1.07 1.28 -1.22
C -0.36 0.56 -0.48
O 0.97 0.74 -0.14
C 1.28 -0.20 0.84
O 2.38 -0.54 1.13
C -0.71 -0.74 0.17
O 0.13 -0.71 1.33
H -0.57 2.08 -1.58
H -0.29 -1.54 -0.45
H -1.75 -0.92 0.41
```

The lowest unoccupied orbital energy is 0.65 eV. For the energy above the lowest of the compared OMol25 structures with the same formula, charge and spin, the calculation gives 88.32 kJ/mol. As for the electronic energy: -396.59080 Ha. As for the max |F|: 0.79 eV/Å. The value obtained for the orbital gap is 12.03 eV. Its structure (SMILES) is [H]/N=C1/COC(=O)O1. As for the total charge: 0.


Entry 3:
The following is a DFT calculation (ωB97M-V/def2-TZVPD) of an isolated ion of composition C4H7N2 and charge +1 at a distorted geometry.

XYZ file:
```
13
C4H7N2 (ωB97M-V/def2-TZVPD)
C -1.53 0.36 0.32
C -1.69 -0.85 -0.29
C 1.67 0.11 0.67
C 0.62 0.75 -0.33
N -0.55 1.19 0.16
N 0.95 -0.64 -0.29
H -2.47 0.68 0.78
H -1.00 -1.23 -1.06
H -2.68 -1.36 -0.15
H 2.64 0.40 0.49
H 1.55 0.07 1.75
H 1.07 1.63 -0.99
H 1.42 -1.11 -1.05
```

The lowest unoccupied orbital energy (alpha / beta) is -7.81 / -7.81 eV. For the energy above the lowest of the compared OMol25 structures with the same formula, charge and spin, the calculation gives 598.97 kJ/mol. As for the electronic energy: -265.68034 Ha. As for the max |F|: 3.09 eV/Å. The value obtained for the orbital gap (alpha / beta) is 7.12 / 7.12 eV. As for the total charge: +1.


Entry 4:
The following is a DFT calculation (ωB97M-V/def2-TZVPD) of a single C3H10N4 molecule at a distorted geometry.

XYZ file:
```
17
C3H10N4 (ωB97M-V/def2-TZVPD)
C 1.33 -0.69 1.04
C -1.10 1.37 0.58
N -0.63 0.02 0.27
C 0.87 -0.17 -0.23
N -1.60 -0.88 -0.24
N 0.98 -1.05 -1.36
N 1.73 0.91 -0.10
H -2.29 -1.07 0.49
H -2.09 -0.47 -1.03
H 0.26 -1.77 -1.32
H 0.86 -0.51 -2.21
H 2.34 0.96 -0.92
H 1.23 -0.10 1.94
H 1.73 -1.70 1.13
H -1.55 1.85 -0.30
H -1.84 1.33 1.38
H -0.25 1.96 0.91
```

The lowest unoccupied orbital energy (alpha / beta) is 0.23 / 0.23 eV. For the energy above the lowest of the compared OMol25 structures with the same formula, charge and spin, the calculation gives 472.47 kJ/mol. As for the electronic energy: -339.14800 Ha. As for the max |F|: 3.54 eV/Å. The value obtained for the orbital gap (alpha / beta) is 8.04 / 8.03 eV. As for the total charge: 0.